A structure of composition C13H16Cl2N2Pt in a non-equilibrium geometry, computed with wB97M-V/def2-TZVPD.

The geometry in ORCA input format:
```
! RIJCOSX wB97M-V def2-TZVPD def2/J DEFGRID3
* xyz 0 5
Pt -0.159 -1.367 -2.059
Cl 1.104 -3.046 -2.707
Cl -1.144 0.949 -1.649
C 0.954 1.724 0.490
H 0.660 2.114 -0.537
H 0.025 1.287 0.920
C 1.149 -0.832 -0.319
C 2.202 1.410 0.680
H 0.885 -0.768 0.811
C 3.165 1.715 -0.393
H 2.490 0.711 1.511
C 2.909 0.938 -1.794
H 3.110 2.772 -0.591
H 4.190 1.484 -0.055
C 3.308 -0.507 -1.631
H 1.847 1.100 -2.091
H 3.581 1.421 -2.564
C 2.574 -1.185 -0.368
H 3.193 -1.074 -2.564
H 4.381 -0.502 -1.344
H 2.602 -2.255 -0.531
H 3.184 -0.890 0.491
N -6.794 -1.156 2.251
C -5.644 -0.861 2.216
C -4.224 -0.555 2.113
C -3.710 0.727 2.235
C -2.379 0.948 1.943
N -1.563 -0.030 1.589
C -1.978 -1.315 1.577
C -3.353 -1.601 1.815
H -4.368 1.578 2.541
H -1.941 1.944 1.983
H -1.276 -2.092 1.377
H -3.685 -2.650 1.713
*
```

Summary:
LUMO level (alpha / beta)	-0.57 / -4.15	eV
frontier orbital gap (alpha / beta)	6.676 / 5.014	eV
energy above the lowest of the compared OMol25 structures with the same formula, charge and spin	22.6	kcal per mole
HOMO energy (alpha / beta)	-7.24 / -9.17	eV
calculated total energy	-1653.86632	Eh



A cluster of 9 separate species, C57H127N8O6 in total in a non-equilibrium geometry, computed with wB97M-V/def2-TZVPD.

The geometry in ORCA input format:
```
! RIJCOSX wB97M-V def2-TZVPD def2/J DEFGRID3
* xyz 5 1
N 0.234 -0.273 -0.023
O 0.069 -1.494 0.105
O -0.575 0.410 -0.686
O 1.211 0.318 0.392
C 9.087 -0.507 -8.090
C 8.102 -1.502 -7.294
C 7.149 -0.628 -6.489
N 5.852 -1.437 -6.024
C 6.248 -2.596 -5.167
C 4.868 -1.745 -7.216
C 3.754 -0.754 -7.155
C 3.493 -0.632 -5.643
C 5.004 -0.478 -5.142
H 8.515 0.165 -8.729
H 9.824 -1.000 -8.725
H 9.710 0.008 -7.359
H 8.598 -2.216 -6.637
H 7.457 -2.140 -7.898
H 6.829 0.302 -6.959
H 7.567 -0.356 -5.520
H 6.844 -2.249 -4.323
H 6.890 -3.217 -5.792
H 5.371 -3.218 -4.992
H 4.651 -2.810 -7.131
H 5.537 -1.514 -8.045
H 2.802 -1.089 -7.566
H 4.169 0.133 -7.635
H 3.020 -1.547 -5.287
H 2.952 0.265 -5.341
H 5.087 -0.803 -4.105
H 5.408 0.517 -5.326
C -2.841 -8.447 3.862
C -4.213 -8.604 4.517
C -5.259 -9.210 3.547
N -6.743 -9.182 4.084
C -7.315 -7.779 4.103
C -7.646 -10.010 3.154
C -8.768 -10.452 4.017
C -8.207 -10.704 5.386
C -6.920 -9.944 5.399
H -2.669 -9.342 3.264
H -2.046 -8.417 4.607
H -2.676 -7.636 3.154
H -4.555 -7.575 4.624
H -4.130 -9.170 5.445
H -5.131 -10.276 3.356
H -5.182 -8.761 2.557
H -7.252 -7.149 3.216
H -6.929 -7.188 4.933
H -8.346 -7.875 4.444
H -7.782 -9.438 2.236
H -7.132 -10.962 3.023
H -9.518 -9.665 3.948
H -9.317 -11.271 3.552
H -8.825 -10.228 6.147
H -8.002 -11.697 5.786
H -7.045 -9.275 6.250
H -6.078 -10.625 5.520
C 6.545 10.216 -1.603
C 7.427 8.950 -1.269
C 6.632 7.601 -1.058
N 7.513 6.283 -0.808
C 8.202 5.799 -2.112
C 6.647 5.128 -0.140
C 6.553 5.530 1.334
C 7.746 6.435 1.697
C 8.509 6.505 0.391
H 6.078 10.271 -2.586
H 7.286 11.011 -1.684
H 5.871 10.507 -0.797
H 8.051 9.238 -0.424
H 8.148 8.867 -2.083
H 5.999 7.444 -1.932
H 5.971 7.632 -0.192
H 8.849 6.619 -2.423
H 7.410 5.567 -2.824
H 8.769 4.919 -1.809
H 7.209 4.207 -0.295
H 5.703 5.076 -0.683
H 6.534 4.728 2.073
H 5.613 6.052 1.513
H 8.462 6.103 2.448
H 7.393 7.400 2.062
H 9.225 5.684 0.442
H 9.068 7.435 0.284
C 5.977 -0.667 8.656
C 5.608 -1.741 7.729
C 6.726 -2.886 7.551
N 6.958 -3.272 6.059
C 8.130 -4.322 5.991
C 7.366 -2.107 5.130
C 6.406 -2.277 3.947
C 5.194 -3.161 4.436
C 5.737 -4.040 5.553
H 5.115 -0.044 8.894
H 6.772 -0.065 8.216
H 6.433 -1.008 9.585
H 5.268 -1.193 6.850
H 4.761 -2.342 8.058
H 6.603 -3.766 8.182
H 7.733 -2.494 7.689
H 9.093 -3.815 6.052
H 8.036 -4.870 5.054
H 7.940 -4.999 6.824
H 8.421 -2.152 4.858
H 7.175 -1.128 5.569
H 6.968 -2.787 3.165
H 5.994 -1.298 3.704
H 4.773 -3.824 3.680
H 4.317 -2.630 4.808
H 6.004 -5.019 5.155
H 5.073 -4.118 6.413
C -10.743 -0.402 -4.512
C -10.130 -1.804 -4.543
C -8.717 -1.842 -5.115
N -8.045 -3.144 -4.746
C -8.920 -4.315 -5.255
C -6.677 -3.256 -5.499
C -5.690 -3.927 -4.449
C -6.114 -3.313 -3.091
C -7.673 -3.360 -3.242
H -10.194 0.194 -3.784
H -11.812 -0.505 -4.324
H -10.765 0.170 -5.440
H -10.832 -2.370 -5.154
H -10.082 -2.188 -3.524
H -7.968 -1.097 -4.846
H -8.857 -1.875 -6.195
H -9.033 -4.203 -6.333
H -9.882 -4.323 -4.743
H -8.401 -5.264 -5.119
H -6.765 -3.919 -6.359
H -6.338 -2.277 -5.839
H -5.611 -5.014 -4.486
H -4.693 -3.577 -4.718
H -5.601 -3.879 -2.314
H -5.878 -2.255 -2.978
H -7.963 -4.387 -3.018
H -8.135 -2.631 -2.577
C -4.488 -0.448 4.081
C -4.266 0.250 5.350
C -2.792 0.361 5.700
N -2.467 1.431 6.757
C -3.405 1.302 8.018
C -2.501 2.901 6.186
C -1.054 3.109 5.606
C -0.089 2.062 6.207
C -0.961 1.291 7.178
H -4.027 -1.436 4.081
H -3.936 0.238 3.438
H -5.520 -0.369 3.738
H -4.734 -0.425 6.066
H -4.840 1.173 5.440
H -2.232 0.549 4.784
H -2.405 -0.534 6.187
H -2.913 0.618 8.709
H -4.478 1.191 7.858
H -3.308 2.240 8.564
H -2.919 3.660 6.848
H -3.158 2.920 5.317
H -0.596 4.084 5.776
H -1.062 2.872 4.542
H 0.746 2.484 6.766
H 0.321 1.556 5.333
H -0.944 1.752 8.165
H -0.731 0.227 7.226
C -3.107 4.328 -6.969
C -2.906 5.183 -5.784
C -1.631 6.000 -5.874
N -1.323 6.954 -4.691
C -0.911 6.073 -3.504
C -2.534 7.794 -4.302
C -1.972 9.076 -3.592
C -0.513 9.155 -4.023
C -0.318 8.098 -5.067
H -3.100 4.928 -7.879
H -4.064 3.823 -6.832
H -2.339 3.576 -7.149
H -2.884 4.564 -4.887
H -3.756 5.862 -5.723
H -1.746 6.647 -6.744
H -0.708 5.420 -5.886
H -0.157 5.355 -3.828
H -1.769 5.609 -3.017
H -0.478 6.680 -2.709
H -3.174 7.240 -3.616
H -3.077 8.145 -5.180
H -1.992 9.065 -2.502
H -2.586 9.917 -3.915
H 0.088 8.992 -3.128
H -0.181 10.143 -4.341
H 0.722 7.779 -5.131
H -0.707 8.510 -5.998
O -5.221 4.094 -0.002
C -6.295 3.826 -0.713
O -6.343 2.673 -1.110
O -6.995 4.785 -1.073
H -4.939 3.200 -0.209
*
```

Summary:
LUMO level	-7.21	eV
frontier orbital gap	3.988	eV
energy above the lowest of the compared OMol25 structures with the same formula, charge and spin	76.5	kcal per mole
HOMO energy	-11.20	eV
calculated total energy	-3135.48880	Eh



An isolated molecule of C5H8NO7 in a non-equilibrium geometry, computed with wB97M-V/def2-TZVPD.

The geometry in ORCA input format:
```
! RIJCOSX wB97M-V def2-TZVPD def2/J DEFGRID3
* xyz 0 2
H -0.068 1.066 1.157
C -0.948 1.644 0.719
O -1.707 2.307 1.414
C -1.405 0.958 -0.609
C -1.045 -0.552 -0.526
C -1.966 -1.569 -1.215
C 0.443 -0.743 -0.867
O 1.267 0.284 -0.323
N 2.616 -0.324 -0.075
O 3.306 0.235 0.752
O 2.845 -1.299 -0.771
O -1.321 -0.894 0.874
O -0.166 -0.446 1.698
O -2.793 1.109 -0.725
H -3.058 1.911 -0.228
H -0.879 1.492 -1.418
H -1.786 -1.663 -2.280
H -1.738 -2.551 -0.773
H -2.998 -1.247 -1.076
H 0.739 -1.748 -0.597
H 0.699 -0.657 -1.922
*
```

Summary:
LUMO level (alpha / beta)	-0.33 / -2.12	eV
frontier orbital gap (alpha / beta)	9.677 / 7.998	eV
energy above the lowest of the compared OMol25 structures with the same formula, charge and spin	19.8	kcal per mole
HOMO energy (alpha / beta)	-10.01 / -10.12	eV
calculated total energy	-776.40253	Eh



- Which of these has the highest energy above the lowest of the compared OMol25 structures with the same formula, charge and spin?
  C57H127N8O6